A 5-piece molecular cluster, C13H34B3N6O11P overall at a distorted geometry, computed with wB97M-V/def2-TZVPD.

Each line ends with the natural charge from an NBO analysis.
Positions of all 68 atoms, in Å:
N 3.4486 -0.7932 -0.6776  -1.243
P 2.2775 -0.2911 -1.7236  1.785
O 2.2155 1.4551 -1.5338  -0.938
O 2.8598 -0.7262 -3.3224  -0.936
B 0.5639 -1.0322 -1.2835  0.783
O 0.4762 -1.9086 -0.0845  -0.907
B 0.0494 -3.2161 -0.6134  1.001
O -1.2897 -3.2636 -1.2628  -0.898
B -1.6912 -1.8586 -1.6263  1.211
C -3.3108 -1.5330 -1.4884  -0.496
O -3.7829 -0.4274 -2.3367  -0.401
N -3.6546 0.7706 -1.7308  0.397
O -4.5659 0.9382 -0.9026  -0.300
O -0.6956 -0.8406 -2.0478  -0.906
H 3.0432 -1.4688 0.0216  0.378
H 1.9889 1.5661 -0.5437  0.535
H 2.4354 -1.6164 -3.5714  0.497
H 0.7649 -4.1608 -0.5620  -0.086
H -3.8637 -2.5152 -1.8820  0.272
H -3.5985 -1.4243 -0.3432  0.242
C -3.0364 -3.4919 -6.7831  -0.399
N -3.4633 -3.8180 -5.4379  -0.434
C -4.8497 -3.6120 -5.0753  -0.417
C -2.5916 -4.3177 -4.4940  0.525
O -2.8843 -4.6138 -3.3424  -0.622
H -3.2256 -2.4305 -6.9659  0.199
H -3.6105 -4.0951 -7.4917  0.197
H -1.9710 -3.6954 -6.9185  0.211
H -4.8983 -2.9102 -4.2370  0.211
H -5.2814 -4.5671 -4.7603  0.215
H -5.4155 -3.2137 -5.9219  0.209
H -1.5636 -4.4354 -4.8741  0.109
C 6.9942 3.0158 0.3210  -0.396
N 5.6746 2.5672 0.7152  -0.427
C 5.5566 1.5920 1.7789  -0.429
C 4.5295 3.0395 0.1099  0.548
O 3.3862 2.7044 0.3927  -0.660
H 7.5743 2.1524 -0.0163  0.195
H 7.4842 3.4733 1.1848  0.193
H 6.9359 3.7479 -0.4886  0.208
H 5.0464 0.7040 1.3931  0.227
H 4.9567 2.0188 2.5886  0.240
H 6.5432 1.3136 2.1590  0.195
H 4.7328 3.7759 -0.6847  0.109
C -7.4761 2.9048 1.9877  -0.398
N -8.1421 3.0413 0.7086  -0.436
C -7.5080 2.4925 -0.4716  -0.423
C -9.3589 3.6764 0.5809  0.527
O -9.9757 3.8267 -0.4663  -0.619
H -6.5007 3.3959 1.9319  0.197
H -7.3406 1.8414 2.2034  0.194
H -8.0633 3.3619 2.7883  0.209
H -7.3390 3.2983 -1.1925  0.213
H -8.1750 1.7511 -0.9223  0.211
H -6.5548 2.0224 -0.2150  0.217
H -9.7514 4.0557 1.5386  0.106
C 6.2149 -0.5147 7.5439  -0.398
N 6.2077 0.2293 6.3011  -0.436
C 7.3389 0.1059 5.4060  -0.418
C 5.1586 1.0497 5.9450  0.532
O 5.0874 1.7052 4.9131  -0.625
H 7.0824 -0.2070 8.1344  0.195
H 6.2850 -1.5819 7.3160  0.196
H 5.3044 -0.3291 8.1195  0.213
H 7.7835 1.0945 5.2554  0.213
H 6.9898 -0.2738 4.4408  0.214
H 8.0873 -0.5748 5.8206  0.206
H 4.3518 1.0706 6.6959  0.111

Its SMILES is N=P(O)(O)B1OBOB(CON=O)O1.CN(C)C=O.CN(C)C=O.CN(C)C=O.CN(C)C=O. The calculation puts the frontier orbital gap at 7.69 eV. The value obtained for the energy relative to the best compared isomer or geometry (same formula, charge and spin) is 102.9 kcal per mole.

C33H38NO5ReS2 as an isolated structure, computed with wB97M-V/def2-TZVPD.

Each line ends with the Löwdin spin population.
Positions of all 80 atoms, in Å:
Re 0.2792 0.6588 -0.2973  0.804
O 1.1312 0.1913 1.5078  0.022
S 0.8883 0.3746 3.0292  0.005
C 0.4230 -1.2952 3.5289  0.002
C -0.9006 -1.7820 2.9430  0.000
C -0.8518 -3.2349 2.4857  0.000
C -0.0683 -3.4295 1.1975  0.005
S -0.7728 -2.7353 -0.3300  0.006
O -0.4771 -1.2125 -0.3095  0.043
C -2.5153 -2.9127 -0.1083  0.001
C -3.0175 -4.1715 -0.4204  0.000
C -4.3715 -4.4086 -0.2385  0.000
C -5.1983 -3.3919 0.2212  0.000
C -4.6812 -2.1331 0.5055  0.000
C -3.3266 -1.8842 0.3478  0.000
C -0.6202 1.2758 3.2648  0.000
C -1.6175 1.3924 2.3045  0.000
C -2.7500 2.1367 2.5848  0.000
C -2.8868 2.7462 3.8281  0.000
C -1.8898 2.6231 4.7851  0.000
C -0.7411 1.8960 4.5029  0.000
H 0.4293 -1.2921 4.6207  0.000
H 1.2885 -1.8805 3.2072  0.000
H -1.1820 -1.1680 2.0893  0.000
H -1.6911 -1.6449 3.6799  0.000
H -1.8669 -3.6107 2.3486  0.000
H -0.3972 -3.8729 3.2476  0.000
H 0.0428 -4.4886 0.9497  0.001
H 0.9378 -2.9982 1.2156  0.000
H -2.3738 -4.9553 -0.8036  0.000
H -4.7813 -5.3816 -0.4715  0.000
H -6.2558 -3.5784 0.3497  0.000
H -5.3369 -1.3463 0.8527  0.000
H -2.9179 -0.9078 0.5708  0.000
H -1.5465 0.9095 1.3280  0.001
H -3.5277 2.2440 1.8405  0.000
H -3.7725 3.3275 4.0459  0.000
H -1.9940 3.1080 5.7460  0.000
H 0.0555 1.8312 5.2352  0.000
C -1.7964 1.7735 -2.2750  0.001
O -0.5434 1.0180 -2.2689  0.012
C 0.3589 1.3683 -3.3004  0.001
C 0.5600 2.6834 -3.6533  0.000
C 1.5375 2.9928 -4.5955  0.000
C 2.3201 1.9956 -5.1488  0.000
C 2.1033 0.6698 -4.7946  0.000
C 1.1122 0.3557 -3.8822  0.000
N 0.8350 -1.0444 -3.6448  0.000
C 1.5769 -1.9328 -3.0451  0.000
C 2.6474 -1.7615 -2.1161  0.000
C 3.5909 -2.8043 -2.0118  0.000
C 4.6567 -2.6937 -1.1487  -0.001
C 4.7712 -1.5619 -0.3407  0.000
C 3.8227 -0.5480 -0.3758  -0.001
C 2.7643 -0.6438 -1.2586  0.002
O 1.8108 0.3051 -1.3839  0.013
H -2.4953 1.1922 -1.6780  0.000
H -2.1527 1.8493 -3.2990  0.000
H -1.6362 2.7555 -1.8369  0.000
H -0.0192 3.4763 -3.2009  0.000
H 1.6848 4.0238 -4.8866  0.000
H 3.0854 2.2392 -5.8724  0.000
H 2.6797 -0.1241 -5.2524  0.000
H 0.0707 -1.4162 -4.1999  0.000
H 1.3177 -2.9588 -3.2960  0.000
H 3.4913 -3.6783 -2.6446  0.000
H 5.3994 -3.4769 -1.0966  0.000
H 5.6116 -1.4751 0.3360  0.000
H 3.9039 0.3183 0.2669  0.000
C 2.2494 3.8485 -0.4078  -0.001
C 1.4184 3.2631 0.7128  0.023
C 0.7085 4.2940 1.5568  0.001
O 0.3811 2.4211 0.0655  0.059
H 3.1026 4.3781 0.0168  0.000
H 1.6640 4.5640 -0.9852  0.000
H 2.6287 3.0700 -1.0717  0.000
H 2.0134 2.5800 1.3229  0.001
H 0.0899 4.9388 0.9326  0.000
H 1.4474 4.9181 2.0598  0.000
H 0.0817 3.8294 2.3173  0.000

The multiplicity is 2. Its expectation value of S² is 0.7626. The total charge is +3. The calculation puts the frontier orbital gap (alpha / beta) at 7.60 / 7.74 eV. The value obtained for the energy relative to the best compared isomer or geometry (same formula, charge and spin) is 4.4 kcal per mole.

A 2-piece molecular cluster, C5H14NO4P2 overall at a distorted geometry, computed with wB97M-V/def2-TZVPD.

Each line ends with the natural charge from an NBO analysis.
Positions of all 26 atoms, in Å:
C 1.6583 -1.9237 -1.0506  -0.438
C -0.4616 -1.5820 -2.2346  -0.434
C 1.2393 0.0876 -2.3900  -0.423
C -2.1082 2.3789 2.0999  -1.316
C -1.0495 -0.0328 3.3045  0.698
N 0.9904 -1.3204 -2.2809  -0.457
O -2.5331 0.2942 0.0454  -1.111
O -0.2360 0.9365 0.6853  -1.115
O -1.7520 -0.2429 2.3120  -0.756
O 0.1218 0.2241 3.2950  -0.678
P 1.0213 1.6336 1.4716  0.722
P -1.7799 1.0708 1.0340  2.258
H 1.7432 -3.0274 -1.0530  0.194
H 2.5900 -1.2714 -1.1097  0.196
H 1.0534 -1.6646 -0.1435  0.188
H -0.5652 -2.6493 -1.7906  0.190
H -0.8607 -0.8543 -1.5063  0.223
H -0.9067 -1.5446 -3.3563  0.182
H 0.6686 0.2695 -3.2615  0.201
H 0.8860 0.5325 -1.4655  0.194
H 2.3630 0.2418 -2.4559  0.178
H -1.1675 2.8735 2.3046  0.224
H -3.0622 2.8318 1.9179  0.227
H -1.4057 -0.3405 4.3341  0.065
H 1.9995 0.7319 1.0047  -0.076
H 1.5534 2.3474 0.2894  -0.136

The total charge is -1. The calculation puts the frontier orbital gap at 7.43 eV. The value obtained for the energy relative to the best compared isomer or geometry (same formula, charge and spin) is 44.5 kcal per mole.

One molecule with the formula C4H11PS2 at a distorted geometry, computed with wB97M-V/def2-TZVPD.

Each line ends with the natural charge from an NBO analysis.
Positions of all 18 atoms, in Å:
C 2.7702 0.2993 -1.6352  -0.821
S 1.9531 0.6800 -0.3010  0.722
C 3.0264 0.1840 1.1436  -0.759
S 0.2152 -0.5028 0.7633  -0.503
P -1.2618 0.2083 -0.6530  0.675
C -1.6867 1.8383 0.1770  -0.973
C -2.8025 -0.7226 -0.2047  -0.911
H 3.4359 -0.5644 -1.7218  0.217
H 2.4297 0.7081 -2.5481  0.231
H 2.8027 -0.8544 1.3428  0.248
H 2.6976 0.7464 1.9888  0.240
H 4.0560 0.6598 1.0566  0.248
H -0.9223 2.5682 -0.0596  0.231
H -2.6245 2.2689 -0.2670  0.230
H -1.4697 1.8399 1.2888  0.241
H -2.7823 -1.6754 -0.6663  0.234
H -2.8178 -0.8951 0.8182  0.223
H -3.5684 -0.0546 -0.3594  0.228

Its SMILES is C=S(C)#S#P(C)C. The calculation puts the frontier orbital gap at 7.99 eV. The value obtained for the energy relative to the best compared isomer or geometry (same formula, charge and spin) is 66.6 kcal per mole.

A 2-piece molecular cluster, C5H9N overall at a distorted geometry, computed with wB97M-V/def2-TZVPD.

Each line ends with the natural charge from an NBO analysis.
Positions of all 15 atoms, in Å:
C 0.8638 0.3917 -1.5927  -0.379
C 0.0971 -0.1856 -0.8040  0.015
C -1.1396 -0.8458 -0.3601  -0.470
C -1.9398 -0.0014 0.6387  -0.590
H 1.0456 0.7043 -2.5993  0.260
H -1.7534 -1.0627 -1.2419  0.230
H -0.8851 -1.8101 0.0926  0.226
H -2.8230 -0.5446 0.9750  0.213
H -1.3386 0.2397 1.5158  0.209
H -2.2550 0.9364 0.1821  0.213
C 2.0643 0.3288 1.0552  -0.067
N 2.7507 0.8901 0.2130  -0.489
H 2.2545 0.2330 2.1178  0.198
H 1.0043 -0.0803 0.6158  0.128
H 2.0539 0.8067 -0.8080  0.303

Its SMILES is C#CCC.C=N. The calculation puts the frontier orbital gap at 10.15 eV. The value obtained for the energy relative to the best compared isomer or geometry (same formula, charge and spin) is 96.3 kcal per mole.

C14H17Cl3GeN4O3RhS2 as an isolated structure at a distorted geometry, computed with wB97M-V/def2-TZVPD.

Each line ends with the natural charge from an NBO analysis.
Positions of all 45 atoms, in Å:
Rh 0.8846 1.2464 0.2993  1.097
N -2.4753 -2.1533 -5.7116  -0.731
C -2.0757 -1.9706 -4.4410  0.258
C -2.4133 -0.7824 -3.7494  -0.259
C -1.9743 -0.5776 -2.4722  -0.152
C -1.2076 -1.5709 -1.8423  -0.424
C -0.8734 -2.7633 -2.5052  -0.123
C -1.3094 -2.9594 -3.7855  -0.273
S -0.4093 -1.2219 -0.3853  2.326
O -1.0628 -0.1331 0.3556  -0.962
O -0.0410 -2.3886 0.3339  -0.855
N 0.8922 -0.3368 -0.8930  -0.741
C 2.2360 -0.3959 -1.2254  0.538
N 2.7760 -1.2628 -2.0286  -0.417
C 4.0692 -1.0478 -2.3056  0.141
C 4.7845 0.0257 -1.7873  -0.292
C 4.1099 0.8806 -0.9375  0.121
N 2.8240 0.6519 -0.6623  -0.495
H -3.0303 -1.4657 -6.1885  0.411
H -2.2489 -2.9942 -6.2120  0.414
H -3.0179 -0.0346 -4.2467  0.231
H -2.2247 0.3304 -1.9387  0.233
H -0.2840 -3.5153 -1.9964  0.253
H -1.0640 -3.8749 -4.3089  0.238
H 4.5367 -1.7579 -2.9758  0.236
H 5.8202 0.1952 -2.0385  0.267
H 4.5815 1.7357 -0.4729  0.240
O 0.8156 1.4226 2.4239  -0.995
S 0.2755 0.2141 3.2641  1.202
C 0.7292 0.6587 4.9661  -0.570
C -0.5782 0.6802 5.7535  -0.416
C -1.6131 1.3100 4.8260  -0.415
C -1.4949 0.5396 3.5150  -0.578
H 1.1930 1.6420 4.8798  0.259
H 1.4554 -0.0670 5.3252  0.266
H -0.4574 1.2367 6.6809  0.258
H -0.8767 -0.3374 6.0132  0.227
H -1.3806 2.3645 4.6642  0.210
H -2.6222 1.2411 5.2291  0.254
H -1.8293 1.0700 2.6238  0.249
H -1.9849 -0.4346 3.5483  0.260
Cl -2.7214 3.3579 -0.0324  -0.265
Ge -0.8045 3.9586 0.6307  1.202
Cl -0.5750 6.0412 0.7226  -0.210
Cl 0.6664 3.2427 -0.9122  -0.215

The multiplicity is 2. Its expectation value of S² is 0.7698. The total charge is +2. The calculation puts the frontier orbital gap (alpha / beta) at 3.30 / 3.40 eV. The value obtained for the energy relative to the best compared isomer or geometry (same formula, charge and spin) is 105.2 kcal per mole.

One molecule with the formula C4H3Cl5 at a distorted geometry, computed with wB97M-V/def2-TZVPD.

Each line ends with the natural charge from an NBO analysis.
Positions of all 12 atoms, in Å:
C -0.0784 0.0035 -0.2331  -0.643
C -1.5116 -0.5026 -0.1020  -0.096
Cl -1.7684 -2.0627 -0.6932  0.071
C -2.7229 0.6009 -0.5818  -0.149
Cl -2.1324 2.1480 -1.0305  0.076
Cl -4.0677 -0.0579 -1.5108  0.059
C -2.5372 0.0961 0.8105  -0.140
Cl -3.7074 -1.0143 1.4383  0.066
Cl -1.9974 1.1435 2.1311  0.033
H 0.6286 -0.4680 0.4889  0.241
H -0.0295 1.0851 -0.2396  0.244
H 0.3252 -0.4194 -1.2507  0.238

Its SMILES is CC1(Cl)C(Cl)(Cl)C1(Cl)Cl. The calculation puts the frontier orbital gap at 10.17 eV. The value obtained for the energy relative to the best compared isomer or geometry (same formula, charge and spin) is 0.0 kcal per mole.

One molecule with the formula CCl4NOP at a distorted geometry, computed with wB97M-V/def2-TZVPD.

Each line ends with the natural charge from an NBO analysis.
Positions of all 8 atoms, in Å:
C -1.0015 -0.5567 0.0969  0.188
N 0.0521 0.0430 0.3034  -0.808
O -1.9087 1.9029 -0.0546  -0.782
P 1.6231 -0.0238 0.7743  1.062
Cl -1.2472 -2.2441 -0.1412  0.065
Cl -2.4228 0.5054 -0.2405  0.857
Cl 2.4106 1.6532 -0.1018  -0.272
Cl 2.4944 -1.2800 -0.6367  -0.311

The calculation puts the frontier orbital gap at 9.17 eV. The value obtained for the energy relative to the best compared isomer or geometry (same formula, charge and spin) is 110.4 kcal per mole.